Arrangement P

This record from OMol25 describes C7H6N4 in the gas phase. The level of theory is the ωB97M-V functional and the def2-TZVPD basis.

Output
Kohn-Sham gap ... 8.319 eV
Molecular weight ... 146.15 u
Structure (SMILES) ... Cc1cnc2cncnc2n1
LUMO level ... -1.0 eV

The geometry in ORCA input format:
```
! wB97M-V def2-TZVPD RIJCOSX def2/J DEFGRID3
* xyz 0 1
C -2.9231 -0.6230 0.1731
C -1.5313 -0.2183 -0.0034
C -1.1836 1.2185 -0.1757
N -0.0421 1.7897 -0.2081
C 0.9838 0.8676 -0.1164
C 2.3655 1.2380 0.2366
N 3.3149 0.1497 0.1581
C 2.9065 -1.0496 -0.1416
N 1.6838 -1.4196 -0.2464
C 0.6346 -0.5945 -0.0189
N -0.5781 -1.1109 0.1810
H -3.3605 -0.7556 -0.9335
H -3.4855 0.0845 0.7482
H -3.0835 -1.7091 0.5270
H -2.0836 1.8137 -0.6193
H 2.8017 2.2002 0.8065
H 3.5805 -1.8814 -0.3672
*
```



Arrangement Q

This record from OMol25 describes C7H6N4 in the gas phase. The level of theory is the ωB97M-V functional and the def2-TZVPD basis.

Output
Kohn-Sham gap ... 8.623 eV
Molecular weight ... 146.15 u
Structure (SMILES) ... Cc1nnc2ncccc2n1
LUMO level ... -0.9 eV

The geometry in ORCA input format:
```
! wB97M-V def2-TZVPD RIJCOSX def2/J DEFGRID3
* xyz 0 1
C 3.2244 -0.2697 0.0080
C 1.7698 0.1088 -0.1330
N 1.6003 1.4920 0.0911
N 0.3834 1.9715 0.0731
C -0.6423 1.0356 -0.1143
N -1.8749 1.5749 -0.1007
C -2.8556 0.7089 -0.0954
C -2.6758 -0.6520 0.0989
C -1.4016 -1.1647 0.0001
C -0.3567 -0.3251 -0.1603
N 0.8937 -0.7904 -0.1557
H 3.2603 -1.3591 -0.2731
H 3.5496 -0.0529 1.0428
H 3.8041 0.3251 -0.7313
H -3.8881 1.1178 -0.1421
H -3.5087 -1.4451 0.3011
H -1.2819 -2.2759 0.2907
*
```



Arrangement R

This record from OMol25 describes C7H6N4 in the gas phase. The level of theory is the ωB97M-V functional and the def2-TZVPD basis.

Output
Kohn-Sham gap (spin up / spin down) ... 6.551 / 7.167 eV
Molecular weight ... 146.15 u
LUMO level (spin up / spin down) ... -1.3 / -0.9 eV

The geometry in ORCA input format:
```
! wB97M-V def2-TZVPD RIJCOSX def2/J DEFGRID3
* xyz 0 1
C 2.0584 0.2119 1.0583
C -2.0920 0.8878 0.0881
C -0.7982 0.5659 -0.2156
C -0.7237 -0.8698 0.0062
C 1.4165 -1.3643 -0.6957
C 0.2096 1.3872 -0.6175
C 2.2998 -0.6022 0.0460
N 2.0434 0.8406 2.0268
N -1.8787 -1.3435 0.4728
N 0.1696 -1.7319 -0.2198
N -2.6405 -0.2539 0.5365
H -2.7185 1.6923 -0.0409
H 1.8111 -1.9666 -1.5655
H 1.1927 1.0789 -0.9152
H -0.0185 2.4050 -0.6590
H 3.3400 -0.4493 -0.1663
H -3.6711 -0.4880 0.8609
*
```



Arrangement S

This record from OMol25 describes C7H6N4 in the gas phase. The level of theory is the ωB97M-V functional and the def2-TZVPD basis.

Output
Kohn-Sham gap (spin up / spin down) ... 7.790 / 7.894 eV
Molecular weight ... 146.15 u
LUMO level (spin up / spin down) ... -1.5 / -1.3 eV

The geometry in ORCA input format:
```
! wB97M-V def2-TZVPD RIJCOSX def2/J DEFGRID3
* xyz 0 1
C -2.6971 0.7421 -0.3771
C 0.3687 -3.1156 0.7007
C 0.5866 -2.1643 -0.2354
C 0.2150 -1.2464 1.6812
C -1.3705 0.9165 -0.3824
C -0.0658 1.2347 -0.3970
C 0.5128 2.5898 -0.5620
N -3.8788 0.6764 -0.3525
N 0.0213 -2.4774 1.8926
N 0.5949 -0.9639 0.4263
N 0.9496 0.3134 -0.0758
H 0.3264 -4.2673 0.5798
H 0.8583 -2.0554 -1.2349
H 1.0464 2.6670 -1.6598
H 1.2639 2.8801 0.0886
H -0.3323 3.3710 -0.4908
H 1.6007 0.8995 0.3986
*
```



Which is most stable? The ranking, best first, is arrangement Q, arrangement P, arrangement R, arrangement S.



Arrangement P

This record from OMol25 describes C8H13NO2 in the gas phase. The level of theory is the ωB97M-V functional and the def2-TZVPD basis.

Output
Kohn-Sham gap ... 9.708 eV
Molecular weight ... 155.20 u
Structure (SMILES) ... C/C(=C/[C@@H](C)N)[C@]1(C)OC1=O
LUMO level ... 0.7 eV

The geometry in ORCA input format:
```
! wB97M-V def2-TZVPD RIJCOSX def2/J DEFGRID3
* xyz 0 1
C -1.2128 1.9102 1.4064
C -0.3941 0.9509 0.5820
C 0.9301 0.7919 0.5523
C 1.5914 -0.3274 -0.2301
C 2.3505 -1.3206 0.6700
N 0.6445 -0.9967 -1.0725
C -1.2788 0.0718 -0.2204
C -1.4402 0.4608 -1.7041
O -2.4825 -0.2230 0.6384
C -1.7344 -1.2070 0.2420
O -1.5968 -2.4084 0.3920
H -0.5356 2.1795 2.2419
H -2.1915 1.5533 1.6436
H -1.3916 2.9735 1.0120
H 1.5628 1.4520 1.0763
H 2.3305 0.1348 -0.8380
H 3.0030 -0.7625 1.4076
H 2.9471 -2.0401 -0.0544
H 1.5647 -1.8798 1.1235
H 0.9459 -0.9883 -2.0361
H 0.6551 -1.9665 -0.7535
H -1.9815 -0.3349 -2.0906
H -0.4283 0.5698 -2.1181
H -1.8576 1.4068 -1.8701
*
```



Arrangement Q

This record from OMol25 describes 2 unconnected molecules or ions with the total composition C8H13NO2. The level of theory is the ωB97M-V functional and the def2-TZVPD basis.

Output
Kohn-Sham gap ... 10.267 eV
Molecular weight ... 155.20 u
Structure (SMILES) ... OC[C@@H]1CCO1.C/C=C/C#N
LUMO level ... 0.5 eV

The geometry in ORCA input format:
```
! wB97M-V def2-TZVPD RIJCOSX def2/J DEFGRID3
* xyz 0 1
O 2.6568 -3.2472 -1.6632
C 2.2018 -1.9311 -1.4638
C 1.6239 -1.6917 -0.0869
C 0.2085 -2.2844 0.1958
C -0.3156 -0.9011 0.0421
O 1.0338 -0.3542 -0.0696
H 1.9283 -3.8331 -1.4273
H 3.0916 -1.3057 -1.6312
H 1.4510 -1.6544 -2.2314
H 2.3663 -1.8723 0.7088
H -0.1973 -3.0006 -0.5343
H 0.1049 -2.6295 1.2347
H -0.8334 -0.4513 0.8828
H -0.8962 -0.7098 -0.8821
C -2.8775 1.4342 -1.0031
C -1.8520 2.1365 -0.1873
C -1.9618 2.3483 1.1357
C -0.8999 2.9221 1.8964
N -0.0193 3.4161 2.4714
H -3.3602 2.0979 -1.7481
H -3.6661 0.9982 -0.3680
H -2.4002 0.6596 -1.6329
H -0.9113 2.4361 -0.6508
H -2.8312 1.9670 1.6684
*
```



Which is most stable? The ranking, best first, is arrangement Q, arrangement P.



Arrangement P

This record from OMol25 describes 2 unconnected molecules or ions with the total composition CH3F2NO. The level of theory is the ωB97M-V functional and the def2-TZVPD basis.

Output
Kohn-Sham gap (spin up / spin down) ... 10.018 / 8.795 eV
Molecular weight ... 83.04 u
LUMO level (spin up / spin down) ... 1.0 / 0.5 eV

The geometry in ORCA input format:
```
! wB97M-V def2-TZVPD RIJCOSX def2/J DEFGRID3
* xyz 0 1
C -1.2488 -0.4243 0.6570
N 1.5269 0.6216 -0.6301
O 0.7818 1.1220 0.2857
F -0.7522 -1.3765 -0.1254
F -2.2731 0.1863 0.0883
H -1.3342 -0.6609 1.7043
H 1.2143 0.7253 -1.5927
H 2.0854 -0.1935 -0.3870
*
```



Arrangement Q

This record from OMol25 describes 2 unconnected molecules or ions with the total composition CH3F2NO. The level of theory is the ωB97M-V functional and the def2-TZVPD basis.

Output
Kohn-Sham gap ... 10.808 eV
Molecular weight ... 83.04 u
Structure (SMILES) ... O=C(F)F.N
LUMO level ... 0.8 eV

The geometry in ORCA input format:
```
! wB97M-V def2-TZVPD RIJCOSX def2/J DEFGRID3
* xyz 0 1
O -1.1631 1.1614 -0.8856
C -1.5483 0.5538 0.0325
F -2.3097 -0.5569 -0.0463
F -1.2798 0.7593 1.3250
N 1.3978 -0.4090 -0.0056
H 0.7754 -0.5639 -0.7555
H 2.1300 0.2153 -0.1347
H 1.9976 -1.1601 0.4702
*
```



Which is most stable? The ranking, best first, is arrangement Q, arrangement P.



Arrangement P

This record from OMol25 describes 2 unconnected molecules or ions with the total composition FH3P2S. The level of theory is the ωB97M-V functional and the def2-TZVPD basis.

Output
Kohn-Sham gap (spin up / spin down) ... 8.663 / 7.386 eV
Molecular weight ... 116.04 u
LUMO level (spin up / spin down) ... -0.2 / -2.5 eV

The geometry in ORCA input format:
```
! wB97M-V def2-TZVPD RIJCOSX def2/J DEFGRID3
* xyz 0 1
F -0.0126 0.1523 1.9139
P 1.4696 0.0681 -0.4604
P -0.4869 -0.4606 0.3925
S -0.8514 -2.3702 0.5887
H 1.1640 1.2580 -0.9703
H 1.2479 -0.6153 -1.8501
H -2.5306 1.9677 0.3858
*
```



Arrangement Q

This record from OMol25 describes FH3P2S in the gas phase. The level of theory is the ωB97M-V functional and the def2-TZVPD basis.

Output
Kohn-Sham gap ... 8.979 eV
Molecular weight ... 116.04 u
Structure (SMILES) ... F[P@@H](P)=S
LUMO level ... -0.2 eV

The geometry in ORCA input format:
```
! wB97M-V def2-TZVPD RIJCOSX def2/J DEFGRID3
* xyz 0 1
F 0.3945 1.9533 -0.4090
P 0.5955 0.4464 0.1571
P -1.2624 -0.5105 -0.4732
S 2.3228 -0.2311 -0.5893
H 0.4576 1.1576 1.4373
H -1.6746 -0.9146 0.7434
H -0.8333 -1.9012 -0.8663
*
```



Arrangement R

This record from OMol25 describes FH3P2S in the gas phase. The level of theory is the ωB97M-V functional and the def2-TZVPD basis.

Output
Kohn-Sham gap ... 8.966 eV
Molecular weight ... 116.04 u
Structure (SMILES) ... F[P@@H](P)=S
LUMO level ... -0.2 eV

The geometry in ORCA input format:
```
! wB97M-V def2-TZVPD RIJCOSX def2/J DEFGRID3
* xyz 0 1
F 1.0126 -1.7245 0.2736
P 0.6910 -0.1705 -0.1751
P -1.3665 -0.0231 0.6342
S 1.9553 1.2153 0.4508
H 1.0478 -0.7569 -1.3740
H -2.0488 0.0525 -0.6195
H -1.2915 1.4071 0.8101
*
```



Which is most stable? The ranking, best first, is arrangement R, arrangement Q, arrangement P.